Entry 1:
{
  "formula": "C19H45I2O4P2PdSSi",
  "method": "ωB97M-V with the def2-TZVPD basis set",
  "species": ["I", "I", "Pd", "P", "C", "C", "H", "H", "H", "H", "H", "H", "C", "H", "H", "H", "P", "C", "C", "H", "H", "H", "C", "H", "H", "H", "H", "H", "H", "C", "O", "C", "C", "C", "C", "O", "Si", "S", "O", "C", "C", "C", "C", "O", "C", "C", "C", "C", "H", "H", "H", "H", "H", "H", "H", "H", "H", "H", "H", "H", "H", "H", "H", "H", "H", "H", "H", "H", "H", "H", "H", "H", "H", "H", "H"],
  "coordinates": [[0.117, -1.827, -8.023], [0.113, 1.609, -8.243], [0.111, -0.362, -2.866], [-2.216, -0.131, -2.951], [-3.014, -0.034, -4.575], [-3.039, -1.540, -2.130], [-4.131, -1.369, -2.140], [-3.828, 1.345, -1.890], [-2.660, -1.637, -1.100], [-2.230, 1.365, -1.037], [-2.752, -0.926, -5.163], [-2.786, -2.464, -2.672], [-2.733, 1.347, -2.020], [-4.105, 0.009, -4.434], [-2.447, 2.249, -2.586], [-2.663, 0.859, -5.109], [2.422, -0.108, -2.902], [3.258, -0.091, -4.511], [2.964, 1.388, -2.014], [2.764, -1.473, -0.943], [4.268, -1.340, -1.948], [2.920, -2.443, -2.438], [3.174, -1.481, -1.967], [2.432, 1.453, -1.049], [4.052, 1.352, -1.840], [4.348, -0.070, -4.349], [2.941, 0.796, -5.076], [2.725, 2.275, -2.622], [2.981, -0.991, -5.077], [0.106, 0.000, -4.742], [0.121, 0.180, -5.879], [1.313, 3.220, 1.696], [1.857, 1.827, 2.006], [3.380, 1.842, 1.859], [1.469, 1.420, 3.424], [1.346, 0.890, 1.017], [0.010, -0.063, 1.006], [-0.039, -1.233, -0.680], [0.044, -1.079, 2.291], [0.498, -2.360, 2.770], [0.806, -3.302, 1.613], [1.749, -2.178, 3.619], [-0.612, -2.954, 3.631], [-1.296, 0.930, 1.207], [-2.508, 0.865, 2.013], [-3.416, -0.232, 1.473], [-2.203, 0.608, 3.485], [-3.219, 2.213, 1.885], [1.698, 3.949, 2.424], [0.220, 3.225, 1.782], [1.601, 3.544, 0.687], [3.841, 2.500, 2.607], [3.787, 0.837, 2.025], [3.673, 2.194, 0.865], [0.385, 1.506, 3.589], [1.874, 0.431, 3.696], [1.941, 2.158, 4.086], [1.639, -2.919, 1.007], [1.127, -4.256, 2.050], [-0.085, -3.483, 0.996], [1.554, -1.566, 4.510], [2.111, -3.168, 3.940], [2.554, -1.728, 3.025], [-0.812, -2.332, 4.512], [-1.536, -3.056, 3.048], [-0.320, -3.962, 3.956], [-3.681, -0.036, 0.424], [-4.341, -0.278, 2.065], [-2.922, -1.206, 1.570], [-1.606, 1.415, 3.934], [-3.169, 0.552, 4.010], [-1.713, -0.364, 3.618], [-2.583, 3.026, 2.248], [-3.473, 2.423, 0.839], [-4.152, 2.238, 2.469]],
  "lowdin_charge": [0.62, 0.77, 0.38, 0.74, -0.24, -0.25, 0.08, 0.08, 0.01, 0.03, 0.06, 0.07, -0.22, 0.08, 0.07, 0.05, 0.74, -0.24, -0.21, 0.02, 0.08, 0.07, -0.24, 0.03, 0.08, 0.08, 0.05, 0.07, 0.06, -0.24, -0.30, -0.01, -0.61, -0.02, -0.01, -0.16, -0.08, 0.69, -0.15, -0.63, -0.07, -0.02, -0.02, -0.13, -0.61, -0.02, -0.01, -0.01, 0.11, 0.08, 0.09, 0.11, 0.09, 0.07, 0.07, 0.08, 0.11, 0.07, 0.11, 0.07, 0.10, 0.11, 0.09, 0.10, 0.09, 0.11, 0.07, 0.11, 0.09, 0.09, 0.11, 0.07, 0.10, 0.08, 0.11],
  "total_energy_ev": -85571.19874,
  "s_squared": 6.015,
  "orbital_gap_ev": [7.11, 3.88],
  "multiplicity": 5,
  "total_charge": 3
}

***

Entry 2:
{
  "formula": "C6H12N",
  "method": "ωB97M-V with the def2-TZVPD basis set",
  "species": ["C", "C", "C", "C", "C", "C", "N", "H", "H", "H", "H", "H", "H", "H", "H", "H", "H", "H", "H"],
  "coordinates": [[2.569, -1.676, 0.463], [1.509, -1.839, 1.240], [0.017, -1.039, 0.986], [-0.468, -0.006, -0.093], [0.398, 1.266, -0.100], [-1.631, 0.144, -0.741], [-1.904, 1.432, -1.274], [2.568, -1.142, -0.411], [3.541, -2.049, 0.745], [1.535, -2.289, 2.143], [-0.263, -0.476, 1.916], [-0.658, -1.994, 0.991], [1.445, 1.143, 0.174], [-0.119, 1.966, 0.622], [0.340, 1.705, -1.092], [-2.370, -0.500, -0.881], [-1.246, 2.084, -0.772], [-2.836, 1.734, -1.284], [-1.636, 1.578, -2.228]],
  "lowdin_charge": [0.01, -0.08, -0.08, -0.20, -0.04, -0.06, 0.18, 0.03, 0.07, 0.05, 0.12, 0.13, 0.10, 0.13, 0.08, 0.09, 0.14, 0.16, 0.17],
  "total_energy_ev": -7896.72060,
  "e_above_lowest_kcal_mol": 77.0,
  "smiles": "C=CC/C(C)=C/[NH3+]",
  "orbital_gap_ev": 9.62,
  "total_charge": 1
}

***

Entry 3:
{
  "formula": "C5H6N2",
  "method": "ωB97M-V with the def2-TZVPD basis set",
  "species": ["N", "C", "C", "C", "C", "C", "N", "H", "H", "H", "H", "H", "H"],
  "coordinates": [[-0.755, 2.160, 3.098], [-0.157, 1.699, 2.237], [0.392, 1.137, 0.956], [-0.591, 0.903, 0.132], [-0.304, -0.188, -0.983], [0.152, -1.673, -0.543], [1.069, -0.597, -0.919], [1.404, 0.644, 0.755], [-1.659, 1.383, -0.039], [-1.065, -0.349, -1.932], [-0.454, -2.453, -1.355], [0.680, -2.107, 0.444], [1.288, -0.559, -1.851]],
  "lowdin_charge": [0.12, -0.23, -0.12, -0.08, -0.29, -0.14, -0.07, 0.13, 0.15, 0.17, 0.15, 0.14, 0.06],
  "total_energy_ev": -8257.30699,
  "e_above_lowest_kcal_mol": 116.5,
  "smiles": "N#C/C=C/[C@@H]1CN1",
  "orbital_gap_ev": 10.23
}